# C20H24N4O5PRhS3

A molecular structure, C20H24N4O5PRhS3 (ωB97M-V/def2-TZVPD, OMol25).

Positions of all 58 atoms, in Å:
Rh -0.4585 -0.8915 0.6853
O -2.1508 0.0044 4.0821
C -1.8547 -0.4840 3.0192
O -1.5392 0.2280 1.9604
C -1.7858 -2.0312 2.8170
O -2.0916 -2.7964 3.6981
O -1.3747 -2.3994 1.6288
S -2.1932 -0.7460 -0.8690
P -1.2720 0.9407 -1.5146
S 0.3855 1.0899 -0.3730
C -2.3314 2.3905 -1.3572
C -3.0578 2.8809 -2.4379
C -3.9170 3.9555 -2.2574
C -4.0518 4.5317 -1.0031
C -3.3341 4.0339 0.0778
C -2.4740 2.9630 -0.0945
C -0.8301 0.8563 -3.2647
C 0.1154 1.7489 -3.7647
C 0.4236 1.7421 -5.1143
C -0.2098 0.8455 -5.9669
C -1.1459 -0.0474 -5.4689
C -1.4581 -0.0439 -4.1158
H -2.9496 2.4346 -3.4184
H -4.4800 4.3411 -3.0971
H -4.7212 5.3709 -0.8650
H -3.4525 4.4748 1.0587
H -1.9269 2.5502 0.7455
H 0.6166 2.4380 -3.0952
H 1.1612 2.4320 -5.5023
H 0.0341 0.8408 -7.0212
H -1.6309 -0.7526 -6.1306
H -2.1739 -0.7513 -3.7165
C 3.3870 1.9440 2.6034
N 2.8260 0.6342 2.3415
C 1.5221 0.3193 2.5411
N 0.7528 1.1861 3.2085
O 1.1046 -0.7956 2.1415
H 4.4485 1.9217 2.3712
H 3.2884 2.1969 3.6598
H 2.9178 2.7246 1.9977
H 3.2661 0.0517 1.6501
H 1.0586 2.1347 3.3312
H -0.2491 1.0210 3.1670
C 3.5577 -2.3737 0.9606
N 2.5154 -3.3388 1.1786
C 2.5907 -4.3044 2.2735
C 1.2095 -4.9807 2.2286
N 0.6375 -4.4430 0.9934
C 1.3508 -3.4134 0.5411
S 0.8215 -2.3442 -0.7115
H 4.5025 -2.8770 0.7484
H 3.6747 -1.7602 1.8586
H 3.2778 -1.7482 0.1155
H 2.7675 -3.7747 3.2113
H 3.4125 -5.0043 2.1080
H 0.5772 -4.7038 3.0734
H 1.2839 -6.0644 2.1765
H -0.3727 -4.3577 0.9065

Output
HOMO-LUMO gap   8.41 eV
Energy above the lowest of the compared OMol25 structures with the same formula, charge and spin   16.1 kcal per mole

Atom charges from the natural (NBO) analysis, given in e for atoms 1 to 2:
1 Rh 0.80
2 O -0.60